No. 1
{"formula": "C19H18Cl2F3NO4S", "method": "the ωB97M-V functional and the def2-TZVPD basis", "elements": ["Cl", "Cl", "S", "F", "F", "F", "O", "O", "O", "O", "N", "C", "C", "C", "C", "C", "C", "C", "C", "C", "C", "C", "C", "C", "C", "C", "C", "C", "C", "C", "H", "H", "H", "H", "H", "H", "H", "H", "H", "H", "H", "H", "H", "H", "H", "H", "H", "H"], "coordinates": [[-3.820, -1.734, -0.491], [0.264, 1.872, -2.452], [1.889, 2.434, 3.080], [-0.055, 0.951, 4.157], [2.057, 0.509, 4.874], [-5.869, 1.695, -3.445], [-2.122, 3.214, -1.341], [1.604, 3.617, 3.962], [3.317, 2.495, 2.536], [4.768, -1.323, 0.485], [2.472, 0.225, 0.867], [0.704, 2.627, 1.681], [3.310, -2.282, 2.227], [-3.919, 2.375, -2.396], [2.277, 1.386, -0.017], [-2.910, 2.105, -1.544], [-0.451, 3.433, 1.965], [-2.745, 0.766, -0.926], [-4.822, 1.398, -2.693], [0.141, 2.322, -0.698], [-4.831, 0.154, -1.957], [-3.728, -0.168, -1.211], [1.284, 0.878, 3.852], [3.697, -1.375, -0.450], [2.254, -2.293, 1.165], [1.056, 2.088, 0.339], [-1.331, 3.547, 0.829], [2.361, -1.103, 0.205], [-1.081, 3.001, -0.468], [4.680, -2.334, 1.586], [1.250, 0.041, 3.140], [2.412, 1.131, -1.071], [4.776, -3.367, 1.261], [3.472, 0.332, 1.180], [-0.519, 3.859, 2.963], [5.424, -2.108, 2.445], [-1.998, 0.572, -0.240], [3.332, -1.551, 2.987], [-4.063, 3.361, -2.833], [-5.623, -0.712, -1.910], [3.181, -3.149, 2.923], [3.676, -2.364, -0.902], [2.116, -3.288, 0.732], [1.360, -2.259, 1.727], [-2.322, 4.059, 0.985], [3.034, 2.161, 0.138], [1.581, -1.090, -0.594], [3.863, -0.706, -1.250]], "gap_ev": 8.9, "total_charge": 0, "smiles": "O=S(=O)(c1ccc(Oc2cc(F)cc(Cl)c2)c(Cl)c1CN[C@@H]1CCCOC1)C(F)F", "spin_multiplicity": 1, "relative_energy_kj_mol": 63.3, "e_lumo_ev": -0.26}


No. 2
{"formula": "C4H12", "method": "the ωB97M-V functional and the def2-TZVPD basis", "elements": ["C", "C", "C", "C", "H", "H", "H", "H", "H", "H", "H", "H", "H", "H", "H", "H"], "coordinates": [[-0.229, -1.659, -1.881], [-0.309, 0.442, 1.956], [0.614, 1.573, 2.369], [-0.068, -0.335, -2.532], [-1.003, 0.251, -2.468], [-0.648, -0.207, 2.763], [0.710, 0.234, -2.034], [0.061, 2.359, 2.889], [1.338, 1.268, 3.134], [0.216, -0.117, 1.185], [-0.654, -1.775, -0.880], [-1.279, 0.847, 1.650], [0.767, -2.061, -1.630], [-0.009, -0.335, -3.619], [-0.708, -2.459, -2.450], [1.200, 1.975, 1.549]], "gap_ev": 12.3, "total_charge": 0, "smiles": "CC.CC", "spin_multiplicity": 1, "relative_energy_kj_mol": 51.2, "e_lumo_ev": 1.11}


No. 3
{"formula": "C11H7NO4Ti", "method": "the ωB97M-V functional and the def2-TZVPD basis", "elements": ["Ti", "O", "O", "O", "O", "N", "C", "C", "C", "C", "C", "C", "C", "C", "C", "C", "C", "H", "H", "H", "H", "H", "H", "H"], "coordinates": [[0.109, -3.003, -0.198], [2.360, -4.641, -1.912], [-0.410, -2.130, -3.262], [-1.959, -4.989, 1.173], [2.956, -2.293, 1.079], [-0.226, -0.998, 0.132], [-1.801, 1.689, 1.256], [1.905, -2.619, 0.705], [1.518, -4.154, -1.285], [-0.191, 3.871, 0.592], [-0.594, 1.496, 0.560], [-2.176, 2.972, 1.633], [-1.386, 4.074, 1.299], [-0.233, 0.175, 0.235], [-1.214, -4.244, 0.675], [-0.303, -2.490, -2.165], [0.212, 2.593, 0.207], [-1.710, 5.085, 1.592], [3.801, -1.023, -2.929], [-3.095, 3.096, 2.205], [-2.417, 0.824, 1.508], [3.292, -0.478, -3.108], [1.142, 2.446, -0.349], [0.418, 4.739, 0.359]], "s_squared": 2.010, "gap_ev": [5.8, 6.1], "total_charge": 2, "spin_multiplicity": 3, "e_lumo_ev": [-10.26, -9.96]}


No. 4
{"formula": "C29H36AsBiGeN2O3S4", "method": "the ωB97M-V functional and the def2-TZVPD basis", "elements": ["Bi", "As", "Ge", "S", "S", "S", "S", "O", "O", "O", "N", "N", "C", "C", "C", "C", "C", "C", "C", "C", "C", "C", "C", "C", "C", "C", "C", "C", "C", "C", "C", "C", "C", "C", "C", "C", "C", "C", "C", "C", "C", "H", "H", "H", "H", "H", "H", "H", "H", "H", "H", "H", "H", "H", "H", "H", "H", "H", "H", "H", "H", "H", "H", "H", "H", "H", "H", "H", "H", "H", "H", "H", "H", "H", "H", "H", "H"], "coordinates": [[0.245, 0.542, 1.909], [3.570, 1.867, 2.880], [0.136, -0.754, -1.377], [4.845, 2.841, 1.463], [2.664, 0.027, 1.704], [1.926, 3.101, 3.445], [4.667, 1.069, 4.492], [-1.870, -0.366, 4.623], [0.528, -2.049, 3.508], [-3.489, 1.623, 2.585], [0.521, 2.282, 0.425], [1.643, 3.910, -0.503], [-0.783, -2.494, 3.783], [-3.642, 1.090, 3.874], [-0.021, -2.944, -3.440], [-0.633, -3.960, -4.165], [3.075, -0.294, -2.155], [1.696, 2.648, -0.057], [-0.509, 0.826, -2.423], [-2.070, -2.506, -2.306], [-2.695, -3.517, -3.024], [-1.975, -4.251, -3.958], [-1.358, -1.650, 4.919], [-3.187, -0.357, 4.100], [-0.314, 3.362, 0.307], [-4.154, 0.899, 1.554], [-0.350, 2.725, -3.929], [2.771, 4.665, -0.997], [2.079, -1.151, -1.694], [0.220, 1.624, -3.301], [4.420, -0.599, -2.000], [-1.679, 3.052, -3.702], [-0.722, -2.201, -2.492], [1.238, -2.903, 2.631], [0.373, 4.376, -0.277], [-1.850, 1.162, -2.227], [3.827, -2.677, -0.972], [2.489, -2.351, -1.111], [4.802, -1.787, -1.398], [-0.723, -0.734, 0.330], [-2.433, 2.254, -2.853], [3.552, 4.650, -0.231], [-3.255, -0.924, 3.164], [-4.467, 1.634, 0.811], [2.568, 2.019, -0.107], [2.212, -2.446, 2.478], [-5.041, 0.383, 1.948], [5.851, -2.004, -1.239], [1.340, -3.905, 3.070], [-3.740, -3.747, -2.848], [-2.453, -5.050, -4.514], [0.244, 3.331, -4.606], [-2.435, 0.552, -1.548], [-3.049, 1.726, 4.532], [-1.337, 3.309, 0.639], [1.731, -3.031, -0.730], [-4.704, 1.168, 4.158], [-3.470, 0.196, 1.060], [1.257, 1.395, -3.509], [2.818, 0.648, -2.620], [2.454, 5.685, -1.210], [-3.476, 2.491, -2.671], [-2.121, 3.915, -4.187], [-2.627, -1.947, -1.559], [0.079, 5.375, -0.546], [5.170, 0.119, -2.311], [-3.861, -0.829, 4.833], [-1.419, -2.465, 2.886], [0.738, -2.982, 1.659], [4.113, -3.607, -0.493], [-2.142, -2.229, 5.431], [-0.743, -3.538, 4.133], [-0.529, -1.472, 5.606], [3.165, 4.208, -1.907], [-0.670, -1.755, 0.743], [1.031, -2.735, -3.600], [-0.062, -4.535, -4.887]], "gap_ev": 5.2, "total_charge": -2, "spin_multiplicity": 1, "relative_energy_kj_mol": 65.9, "e_lumo_ev": 4.23}


no.,molecular weight (g mol⁻¹),E_tot (hartree)
1,484.32,-2708.526539
2,60.14,-159.565482
3,265.05,-1627.845504
4,945.40,-7581.934218